# 1
Computed, not measured: the molecule C6H6F3NO2, with ωB97M-V/def2-TZVPD.

The geometry in XYZ format:
```
18
Properties=species:S:1:pos:R:3:nbo_charge:R:1
C -3.43 1.04 -0.25 -0.13
C -2.10 0.39 0.09 -0.03
C -1.10 -0.25 0.27 -0.04
C 0.04 -1.14 0.57 -0.30
C 2.19 -0.51 -0.33 0.59
C 3.50 0.39 -0.11 0.91
H -4.02 -0.43 -1.05 0.46
H -3.26 1.58 -1.19 0.19
H -3.72 1.74 0.49 0.20
H 0.30 -1.81 -0.27 0.27
H -0.26 -1.69 1.53 0.23
H 1.42 0.16 1.50 0.41
N 1.30 -0.48 0.73 -0.59
O -4.44 0.05 -0.36 -0.67
O 1.89 -1.02 -1.39 -0.56
F 4.58 -0.30 -0.36 -0.30
F 3.46 1.36 -1.02 -0.30
F 3.64 0.91 1.15 -0.33
```

Values from the calculation:
E_HOMO = -10.181 eV
gap between HOMO and LUMO = 10.719 eV
energy relative to the best compared isomer or geometry (same formula, charge and spin) = 41.64 kcal/mol
multiplicity = 1
LUMO = 0.538 eV
E_tot = -20054.7961 eV
structure (SMILES) = O=C(NCC#CCO)C(F)(F)F

***

# 2
Computed, not measured: a structure of composition C39H42Br3F6N2O6P3SSeZr, with ωB97M-V/def2-TZVPD.

The geometry in XYZ format:
```
104
Properties=species:S:1:pos:R:3:mulliken_spin:R:1
Zr -0.55 0.55 0.27 -0.02
O -2.50 -2.87 -0.08 0.00
C -1.56 -2.19 -0.44 0.01
O -1.62 -0.89 -0.69 -0.01
C -0.19 -2.83 -0.67 0.00
P 1.13 -2.16 0.46 0.00
C 0.98 -3.25 1.93 0.00
C 2.01 -3.15 2.88 0.00
C 2.00 -3.92 4.03 0.00
C 0.98 -4.84 4.23 0.00
C -0.04 -4.96 3.30 0.00
C -0.04 -4.15 2.16 0.00
C 2.53 -3.15 -0.30 0.00
C 3.57 -2.52 -0.98 0.00
C 4.58 -3.25 -1.61 0.00
C 4.57 -4.64 -1.54 0.00
C 3.55 -5.28 -0.84 0.00
C 2.54 -4.54 -0.24 0.00
H 0.12 -2.56 -1.68 0.00
H -0.26 -3.91 -0.58 0.00
H 2.84 -2.47 2.69 0.00
H 2.80 -3.82 4.76 0.00
H 0.97 -5.46 5.12 0.00
H -0.84 -5.67 3.45 0.00
H -0.88 -4.22 1.47 0.00
H 3.61 -1.44 -1.03 0.00
H 5.37 -2.74 -2.15 0.00
H 5.35 -5.22 -2.02 0.00
H 3.53 -6.36 -0.78 0.00
H 1.76 -5.06 0.30 0.00
Br 0.25 -0.98 -4.17 0.00
C 1.77 -0.18 -3.38 -0.01
C 2.91 0.00 -4.17 0.00
C 4.03 0.56 -3.64 0.00
Br 5.54 0.82 -4.77 0.00
C 4.09 0.92 -2.28 0.00
C 5.22 1.50 -1.66 0.00
C 5.17 1.81 -0.34 0.00
C 4.01 1.49 0.40 0.00
N 2.95 0.93 -0.13 0.00
C 2.94 0.69 -1.47 0.00
C 1.72 0.17 -2.04 0.00
O 0.63 -0.01 -1.35 0.06
H 2.89 -0.31 -5.21 0.00
H 6.11 1.68 -2.25 0.00
H 6.01 2.28 0.16 0.00
H 3.96 1.70 1.46 0.00
Br 0.54 2.96 -0.58 0.09
C 4.84 1.26 4.42 0.00
C 3.72 0.33 4.03 0.00
O 2.64 1.10 3.52 0.00
P 1.28 0.28 3.04 0.00
O 0.52 1.56 2.29 0.00
C 0.27 2.82 2.98 0.00
C 1.40 3.82 2.81 0.00
O 0.68 0.32 4.56 0.00
C -0.56 -0.20 5.04 0.00
C -0.77 0.34 6.44 0.00
H 5.71 0.68 4.74 0.00
H 4.53 1.91 5.24 0.00
H 5.13 1.89 3.57 0.00
H 3.40 -0.26 4.89 0.00
H 4.08 -0.37 3.26 0.00
H 0.11 2.60 4.03 0.00
H -0.64 3.21 2.55 0.00
H 2.31 3.46 3.28 0.00
H 1.10 4.76 3.28 0.00
H 1.59 4.00 1.75 0.00
H -0.52 -1.29 5.05 0.00
H -1.38 0.12 4.40 0.00
H 0.07 0.06 7.09 0.00
H -1.69 -0.07 6.86 0.00
H -0.85 1.43 6.42 0.00
S -2.88 -2.29 3.19 0.00
C -1.78 -1.42 2.47 0.00
N -0.92 -0.76 1.96 -0.01
C -6.83 4.32 -4.21 0.00
C -5.54 3.67 -3.77 0.03
C -5.15 2.43 -4.27 -0.02
C -3.99 1.80 -3.84 -0.05
C -3.62 0.45 -4.41 0.07
C -3.20 2.43 -2.86 0.03
Se -1.69 1.44 -2.25 0.75
C -3.55 3.69 -2.37 0.05
C -2.72 4.44 -1.36 0.00
C -4.72 4.28 -2.84 -0.02
H -7.30 3.76 -5.02 0.00
H -6.65 5.34 -4.54 0.00
H -7.54 4.36 -3.38 0.00
H -5.78 1.92 -4.99 0.00
H -4.30 0.16 -5.21 0.00
H -3.65 -0.32 -3.63 -0.02
H -2.60 0.46 -4.80 -0.01
H -1.95 3.81 -0.92 0.01
H -3.35 4.82 -0.56 0.00
H -2.22 5.28 -1.84 0.00
H -5.00 5.26 -2.45 0.00
F -1.77 2.08 0.97 0.03
P -3.47 1.77 1.49 0.00
F -3.92 2.23 0.04 0.01
F -2.83 1.34 2.89 0.00
F -3.22 0.28 0.92 0.00
F -3.50 3.29 1.99 0.00
F -4.94 1.46 1.95 0.00
```

Values from the calculation:
E_HOMO (spin up / spin down) = -5.673 / -5.677 eV
gap between HOMO and LUMO (spin up / spin down) = 7.744 / 6.555 eV
charge = -1
energy relative to the best compared isomer or geometry (same formula, charge and spin) = 43.42 kcal/mol
multiplicity = 2
LUMO (spin up / spin down) = 2.071 / 0.877 eV
E_tot = -388166.9728 eV

***

# 3
Computed, not measured: a cluster of 2 separate species, C9H21FN2O3PS in total, with ωB97M-V/def2-TZVPD.

The geometry in XYZ format:
```
38
Properties=species:S:1:pos:R:3:nbo_charge:R:1
O 4.92 4.24 2.17 -0.48
C 4.61 3.40 1.48 0.97
F 4.93 3.46 0.19 -0.33
N 3.89 2.26 1.90 -0.71
C 2.49 2.61 1.91 0.48
O 2.12 3.64 1.52 -0.53
P 1.37 1.27 2.64 0.37
C 0.03 1.05 1.36 -0.68
C -1.26 1.88 1.54 -0.41
C -1.08 3.41 1.52 -0.52
S -0.87 4.09 3.21 -0.07
H 4.03 1.48 1.26 0.40
H 0.81 1.76 3.83 0.05
H -0.26 0.00 1.41 0.22
H 0.48 1.17 0.37 0.22
H -1.93 1.61 0.71 0.20
H -1.78 1.62 2.46 0.22
H -0.32 3.76 0.83 0.24
H -2.03 3.83 1.18 0.22
H 0.34 4.68 3.20 0.15
C -0.32 -3.83 -2.98 -0.64
C -0.69 -2.37 -2.81 -0.07
C -0.67 -1.88 -1.36 -0.09
O -1.81 -2.36 -0.68 -0.56
C -1.60 -3.51 0.15 -0.26
N -2.11 -2.18 -3.29 -0.68
H -1.07 -4.50 -2.55 0.22
H -0.21 -4.08 -4.03 0.24
H 0.63 -4.04 -2.49 0.26
H -0.05 -1.75 -3.44 0.23
H -0.75 -0.79 -1.35 0.20
H 0.26 -2.14 -0.86 0.22
H -0.58 -3.55 0.54 0.19
H -1.82 -4.42 -0.40 0.17
H -2.29 -3.45 0.99 0.22
H -2.31 -2.68 -4.16 0.44
H -2.34 -1.19 -3.42 0.44
H -2.73 -2.52 -2.54 0.46
```

Values from the calculation:
E_HOMO = -10.412 eV
gap between HOMO and LUMO = 6.815 eV
charge = +1
multiplicity = 1
LUMO = -3.597 eV
E_tot = -41629.7256 eV

***

Question: What is the multiplicity in the second record?
Answer: 2

***

Question: Among the records above, which one has the lowest E_tot?
Answer: C39H42Br3F6N2O6P3SSeZr